Formula: C43H39N6O2P2Re
Source: the Open Molecules 2025 dataset
Level of theory: ωB97M-V/def2-TZVPD

Element x y z (Å)
Re (-0.056, 0.384, 0.061)
C (-1.249, -0.246, 4.324)
C (-1.412, -1.618, 4.391)
C (-1.082, -2.384, 3.282)
C (-0.607, -1.756, 2.143)
N (-0.480, -0.412, 2.070)
C (-0.796, 0.317, 3.145)
C (-0.119, -2.497, 0.963)
C (-0.221, -3.876, 0.836)
C (0.389, -4.502, -0.234)
C (1.153, -3.739, -1.102)
C (1.196, -2.361, -0.953)
N (0.502, -1.739, 0.034)
C (2.125, -1.553, -1.772)
C (2.716, -1.974, -2.913)
C (3.914, -1.303, -3.364)
C (4.187, -0.059, -2.933)
C (3.126, 0.642, -2.135)
N (2.546, -0.342, -1.177)
H (-1.481, 0.393, 5.163)
H (-1.784, -2.091, 5.289)
H (-1.187, -3.457, 3.319)
H (-0.697, 1.385, 3.037)
H (-0.766, -4.455, 1.566)
H (0.318, -5.573, -0.360)
H (1.736, -4.218, -1.875)
H (2.366, -2.857, -3.429)
H (4.589, -1.832, -4.024)
H (5.090, 0.460, -3.226)
H (3.572, 1.421, -1.518)
N (2.077, 2.591, 0.090)
P (0.626, 2.456, -0.796)
C (-0.115, 4.086, -0.707)
C (-1.252, 4.293, 0.072)
C (-1.770, 5.574, 0.210)
C (-1.151, 6.642, -0.419)
C (-0.008, 6.441, -1.187)
C (0.509, 5.168, -1.335)
C (1.052, 2.192, -2.547)
C (2.055, 1.311, -3.031)
C (2.121, 1.117, -4.411)
C (1.225, 1.706, -5.297)
C (0.232, 2.532, -4.814)
C (0.158, 2.768, -3.450)
P (1.871, 1.345, 1.191)
C (1.921, 1.980, 2.861)
C (2.277, 1.157, 3.928)
C (2.166, 1.628, 5.227)
C (1.694, 2.913, 5.462)
C (1.333, 3.734, 4.400)
C (1.440, 3.269, 3.098)
C (3.482, 0.484, 0.981)
C (4.639, 0.787, 1.626)
C (5.838, 0.129, 1.253)
C (5.897, -0.858, 0.273)
C (4.736, -1.229, -0.360)
C (3.443, -0.617, -0.006)
H (2.667, 3.410, 0.171)
H (-1.712, 3.466, 0.591)
H (-2.653, 5.739, 0.812)
H (-1.556, 7.639, -0.313)
H (0.474, 7.278, -1.672)
H (1.387, 5.019, -1.954)
H (0.333, -0.140, -3.039)
H (2.896, 0.497, -4.830)
H (1.321, 1.517, -6.357)
H (-0.471, 3.009, -5.483)
H (-0.617, 3.430, -3.085)
H (2.643, 0.149, 3.760)
H (2.452, 0.996, 6.056)
H (1.614, 3.280, 6.476)
H (0.974, 4.737, 4.586)
H (1.145, 3.910, 2.275)
H (4.683, 1.537, 2.404)
H (6.751, 0.424, 1.756)
H (6.839, -1.325, 0.021)
H (4.726, -2.053, -1.059)
H (2.903, -1.421, 0.541)
C (-4.242, 1.465, -0.735)
C (-2.849, 0.933, -0.781)
N (-2.000, 0.999, 0.224)
O (-2.472, 1.538, 1.401)
C (-2.271, 0.309, -1.932)
C (-3.010, 0.091, -3.204)
N (-1.023, -0.031, -1.717)
O (-0.418, -0.701, -2.771)
H (-4.293, 2.436, -0.235)
H (-4.933, 0.776, -0.242)
H (-4.611, 1.629, -1.745)
H (-3.441, 1.592, 1.347)
H (-4.012, -0.281, -2.996)
H (-2.495, -0.614, -3.847)
H (-3.112, 1.038, -3.739)

Values from the calculation:
<S²>: 0.759
Energy above the lowest of the compared OMol25 structures with the same formula, charge and spin (kJ/mol): 166.5
Electronic energy (Eh): -2901.05130
Charge: +3
Kohn-Sham gap (spin up / spin down) (eV): 4.2 / 4.9
Spin multiplicity: 2

***

Formula: C43H40AsBrCrF3N3O6S2
Source: the Open Molecules 2025 dataset
Level of theory: ωB97M-V/def2-TZVPD

Element x y z (Å)
Cr (2.421, -1.699, 0.328)
S (3.879, -1.867, 2.180)
C (3.402, -0.705, 3.413)
C (4.263, -0.643, 4.526)
C (4.061, 0.240, 5.570)
C (2.970, 1.099, 5.535)
C (2.101, 1.038, 4.458)
C (2.285, 0.161, 3.381)
As (0.892, 0.082, 1.966)
C (-0.037, 1.785, 2.506)
C (-1.113, 1.648, 3.385)
C (-1.854, 2.751, 3.796)
C (-1.562, 4.007, 3.275)
C (-0.516, 4.149, 2.369)
C (0.252, 3.049, 2.003)
C (1.817, 0.760, 0.399)
C (0.888, 1.467, -0.638)
C (1.558, 2.682, -1.271)
C (2.852, 2.995, -1.086)
C (3.682, 2.297, -0.140)
C (3.120, 1.300, 0.605)
H (5.112, -1.317, 4.533)
H (4.756, 0.263, 6.403)
H (2.801, 1.818, 6.330)
H (1.252, 1.706, 4.454)
H (-1.356, 0.656, 3.752)
H (-2.664, 2.631, 4.510)
H (-2.148, 4.871, 3.572)
H (-0.295, 5.125, 1.947)
H (1.099, 3.172, 1.329)
H (0.010, 1.805, -0.079)
H (0.942, 3.258, -1.959)
H (3.272, 3.837, -1.631)
H (4.710, 2.592, 0.020)
H (3.714, 0.894, 1.411)
C (1.938, -4.593, -1.691)
O (1.146, -3.437, -1.411)
C (-0.164, -3.537, -1.710)
C (-0.679, -4.414, -2.643)
C (-2.047, -4.385, -2.886)
Br (-2.750, -5.596, -4.190)
C (-2.895, -3.523, -2.242)
C (-2.365, -2.638, -1.298)
C (-1.007, -2.661, -1.015)
O (-0.494, -1.843, -0.092)
C (-3.269, -1.709, -0.612)
N (-4.574, -1.701, -0.748)
C (-5.014, -0.673, 0.059)
C (-6.306, -0.217, 0.320)
C (-6.460, 0.845, 1.196)
C (-5.354, 1.459, 1.808)
C (-4.064, 1.021, 1.564)
C (-3.920, -0.052, 0.690)
N (-2.824, -0.742, 0.238)
H (1.508, -5.473, -1.205)
H (2.924, -4.398, -1.290)
H (2.020, -4.767, -2.767)
H (-0.049, -5.086, -3.202)
H (-3.960, -3.499, -2.429)
H (0.195, -2.355, 0.560)
H (-7.161, -0.692, -0.150)
H (-7.456, 1.211, 1.415)
H (-5.512, 2.288, 2.487)
H (-3.204, 1.487, 2.034)
H (-1.845, -0.633, 0.487)
F (4.542, -2.691, -3.257)
C (5.592, -2.246, -2.527)
F (5.962, -1.059, -3.030)
F (6.605, -3.103, -2.723)
S (5.119, -2.096, -0.743)
O (4.585, -3.413, -0.455)
O (6.352, -1.720, -0.122)
O (4.062, -1.073, -0.880)
C (-1.677, 3.559, -3.360)
N (-2.615, 2.718, -2.639)
C (-3.627, 3.521, -1.991)
C (-1.960, 1.839, -1.664)
C (-0.973, 0.877, -2.305)
C (-1.406, 0.185, -3.442)
C (-0.534, -0.588, -4.191)
C (0.793, -0.695, -3.785)
C (1.206, -0.083, -2.613)
C (0.337, 0.690, -1.845)
H (-2.211, 4.098, -4.147)
H (-0.904, 2.948, -3.824)
H (-1.186, 4.301, -2.707)
H (-4.166, 4.108, -2.739)
H (-3.206, 4.220, -1.246)
H (-4.344, 2.874, -1.478)
H (-2.758, 1.265, -1.180)
H (-1.473, 2.441, -0.886)
H (-2.443, 0.289, -3.748)
H (-0.881, -1.102, -5.081)
H (1.506, -1.261, -4.378)
H (2.245, -0.141, -2.310)
C (0.905, -3.261, 2.611)
O (1.109, -2.860, 1.290)
H (0.594, -2.432, 3.258)
H (1.817, -3.684, 3.043)
H (0.112, -4.021, 2.662)

Values from the calculation:
<S²>: 6.019
Energy above the lowest of the compared OMol25 structures with the same formula, charge and spin (kJ/mol): 113.0
Electronic energy (Eh): -9228.62253
Charge: -2
Kohn-Sham gap (spin up / spin down) (eV): 4.5 / 4.8
Spin multiplicity: 5

***

Formula: C43H40BrN4P2S2SeV
Source: the Open Molecules 2025 dataset
Level of theory: ωB97M-V/def2-TZVPD

Element x y z (Å)
V (0.047, 0.077, -0.001)
S (0.164, 0.196, 2.450)
P (-1.757, -0.348, 2.043)
C (-1.914, -0.569, 0.347)
P (-1.864, -2.178, -0.239)
S (-0.046, -3.002, -0.059)
C (-3.180, -3.247, 0.439)
C (-2.905, -4.540, 0.859)
C (-3.930, -5.357, 1.316)
C (-5.233, -4.888, 1.345)
C (-5.512, -3.591, 0.931)
C (-4.490, -2.772, 0.487)
C (-2.345, -2.195, -2.005)
C (-1.666, -2.981, -2.927)
C (-2.068, -3.010, -4.255)
C (-3.158, -2.260, -4.669)
C (-3.844, -1.473, -3.752)
C (-3.436, -1.439, -2.429)
C (-2.797, 1.025, 2.608)
C (-3.347, 1.893, 1.673)
C (-4.029, 3.026, 2.093)
C (-4.167, 3.292, 3.448)
C (-3.620, 2.423, 4.386)
C (-2.933, 1.297, 3.967)
C (-2.217, -1.726, 3.137)
C (-1.241, -2.618, 3.568)
C (-1.591, -3.707, 4.351)
C (-2.915, -3.907, 4.710)
C (-3.892, -3.017, 4.287)
C (-3.544, -1.929, 3.505)
H (-1.882, -4.896, 0.836)
H (-3.706, -6.362, 1.652)
H (-6.033, -5.528, 1.698)
H (-6.528, -3.216, 0.965)
H (-4.703, -1.750, 0.199)
H (-0.814, -3.562, -2.594)
H (-1.530, -3.625, -4.965)
H (-3.477, -2.289, -5.704)
H (-4.696, -0.884, -4.069)
H (-3.948, -0.799, -1.720)
H (-3.226, 1.669, 0.620)
H (-4.454, 3.701, 1.361)
H (-4.705, 4.172, 3.777)
H (-3.730, 2.625, 5.444)
H (-2.496, 0.626, 4.698)
H (-0.210, -2.450, 3.285)
H (-0.826, -4.399, 4.680)
H (-3.188, -4.758, 5.322)
H (-4.928, -3.172, 4.563)
H (-4.311, -1.239, 3.175)
Br (6.457, -1.507, 3.707)
C (5.096, -1.205, 2.425)
C (5.327, -0.313, 1.393)
C (4.330, -0.089, 0.458)
C (3.121, -0.764, 0.570)
C (2.885, -1.643, 1.624)
C (3.887, -1.872, 2.549)
N (2.085, -0.526, -0.365)
C (2.352, -0.609, -1.616)
C (1.309, -0.329, -2.604)
C (1.545, -0.407, -3.969)
C (0.504, -0.094, -4.833)
C (-0.716, 0.301, -4.303)
C (-0.870, 0.344, -2.923)
N (0.111, 0.014, -2.092)
H (6.264, 0.224, 1.335)
H (4.473, 0.653, -0.316)
H (1.927, -2.132, 1.703)
H (3.726, -2.555, 3.371)
H (3.336, -0.913, -1.969)
H (2.518, -0.700, -4.339)
H (0.649, -0.149, -5.903)
H (-1.551, 0.561, -4.937)
H (-1.796, 0.644, -2.452)
C (0.582, 3.038, 4.476)
N (0.742, 3.859, 3.293)
C (-0.149, 4.829, 2.884)
C (0.360, 5.393, 1.769)
N (1.557, 4.762, 1.506)
C (2.432, 5.051, 0.395)
C (1.783, 3.799, 2.431)
Se (3.209, 2.637, 2.476)
H (0.124, 3.642, 5.257)
H (1.567, 2.700, 4.789)
H (-0.035, 2.171, 4.249)
H (-1.061, 5.020, 3.422)
H (-0.020, 6.177, 1.138)
H (2.254, 6.073, 0.068)
H (2.241, 4.362, -0.429)
H (3.462, 4.932, 0.722)
C (-0.016, 2.139, -0.268)
H (-0.167, 2.666, 0.678)
H (-0.803, 2.432, -0.970)
H (0.945, 2.456, -0.694)

Values from the calculation:
<S²>: 2.031
Energy above the lowest of the compared OMol25 structures with the same formula, charge and spin (kJ/mol): 0.0
Electronic energy (Eh): -9280.21346
Kohn-Sham gap (spin up / spin down) (eV): 5.8 / 5.8
Spin multiplicity: 3